C22H56O6 | ωB97M-V/def2-TZVPD

Output
max |F|	1.5	eV/Å
gap between HOMO and LUMO	10.27	eV
E_LUMO	0.53	eV
relative energy (zero: lowest compared OMol25 entry of this formula, charge and spin)	0.0	kcal/mol
SMILES string	CCOCC.CCOCC.CCOCC.CCOCC.CCOCC.CCO
spin multiplicity	1

Each line ends with the Löwdin charge.
Geometry (Å):
C -32.721798 -11.413578 13.746648  -0.087
C -31.314694 -11.972300 13.709908  -0.300
O -30.409507 -10.984393 14.148500  -0.140
C -29.072458 -11.432070 14.047233  -0.295
C -28.154356 -10.559919 14.872525  -0.073
H -33.450242 -12.178300 13.460919  0.074
H -33.084157 -11.020068 14.698970  0.075
H -32.871554 -10.585617 13.048873  0.074
H -31.292139 -12.906595 14.281804  0.118
H -31.111516 -12.241920 12.665134  0.119
H -28.976297 -12.485388 14.335802  0.118
H -28.694507 -11.373934 13.015753  0.109
H -28.112591 -10.787946 15.934391  0.072
H -28.422918 -9.515653 14.692235  0.083
H -27.150110 -10.604980 14.440069  0.053
C -19.198104 -9.404629 15.805719  -0.073
C -18.069387 -8.643599 15.132592  -0.320
O -18.470179 -7.685421 14.201580  -0.152
C -17.373420 -7.048051 13.562555  -0.282
C -17.946645 -6.257727 12.413873  -0.083
H -19.948722 -9.718656 15.082357  0.070
H -18.746751 -10.267766 16.299093  0.077
H -19.669073 -8.884854 16.644155  0.069
H -17.418599 -8.201734 15.903695  0.120
H -17.411042 -9.429983 14.728378  0.114
H -16.865595 -6.346157 14.236186  0.121
H -16.692098 -7.847591 13.245201  0.118
H -18.426350 -6.849148 11.629595  0.073
H -17.254211 -5.603352 11.883235  0.074
H -18.764271 -5.658388 12.824798  0.079
C -26.693171 -15.134263 18.919095  -0.076
C -25.431560 -14.831483 18.126324  -0.284
O -24.331623 -15.418583 18.798938  -0.155
C -23.097342 -14.995950 18.271362  -0.302
C -22.091175 -16.120556 18.376829  -0.077
H -26.499422 -14.957323 19.977997  0.077
H -27.533031 -14.515918 18.599489  0.072
H -27.016667 -16.171280 18.810471  0.074
H -25.553129 -15.266845 17.129073  0.127
H -25.268772 -13.750518 18.198811  0.098
H -23.241677 -14.775160 17.207902  0.102
H -22.662911 -14.089929 18.706937  0.119
H -21.945453 -16.414259 19.419593  0.076
H -21.089137 -15.942531 17.985049  0.074
H -22.458090 -16.984875 17.816926  0.076
C -27.241670 -9.305897 20.934075  -0.074
C -26.287452 -10.246735 20.215159  -0.287
O -25.081455 -9.510304 20.107537  -0.160
C -24.125743 -10.157807 19.290435  -0.291
C -22.784425 -9.486571 19.501973  -0.071
H -27.227424 -8.370170 20.381277  0.077
H -28.285144 -9.612546 21.051947  0.073
H -26.951267 -9.142463 21.974267  0.074
H -26.146026 -11.248496 20.637425  0.115
H -26.681134 -10.476427 19.211200  0.110
H -24.057424 -11.230095 19.501370  0.114
H -24.430949 -10.021332 18.245096  0.110
H -22.357455 -9.702668 20.483841  0.077
H -22.879506 -8.405497 19.393898  0.080
H -21.989418 -9.790869 18.815812  0.060
C -22.152927 -10.008031 10.814449  -0.066
C -23.524222 -9.917837 11.444945  -0.297
O -24.482310 -10.297912 10.477629  -0.171
C -25.548909 -11.092464 10.997773  -0.287
C -26.562302 -11.371690 9.919163  -0.071
H -21.890750 -11.051367 10.629078  0.075
H -22.218257 -9.568905 9.816282  0.078
H -21.344342 -9.510626 11.345398  0.070
H -23.688919 -10.535520 12.340631  0.096
H -23.740977 -8.925089 11.860916  0.118
H -25.043821 -11.992057 11.370154  0.118
H -26.013776 -10.561681 11.837200  0.110
H -26.883224 -10.416096 9.489970  0.081
H -27.439654 -11.817524 10.382455  0.070
H -26.110941 -11.865194 9.059927  0.080
C -24.293842 -11.955508 15.788555  -0.077
C -22.891623 -11.343850 15.780278  -0.284
O -21.998181 -12.457855 15.589719  -0.097
H -24.411116 -12.560626 16.680613  0.040
H -24.455429 -12.558496 14.892056  0.076
H -25.097235 -11.212505 15.738870  0.060
H -22.552265 -10.950855 16.737655  0.091
H -22.779038 -10.550041 15.036492  0.101
H -22.187276 -12.867747 14.740023  0.075

Forces on atoms 1 to 2 (eV/Å):
-0.9 0.3 -0.2
-0.9 0.4 -0.5

C2H2F3P | ωB97M-V/def2-TZVPD

Output
max |F|	3.0	eV/Å
gap between HOMO and LUMO	9.55	eV
E_LUMO	-0.63	eV
relative energy (zero: lowest compared OMol25 entry of this formula, charge and spin)	19.1	kcal/mol
SMILES string	[H]/P=C(\F)C(F)F
spin multiplicity	1

Each line ends with the natural charge from an NBO analysis.
Geometry (Å):
H -2.465717 0.785322 0.049433  -0.019
P -1.456503 1.037224 0.916982  0.391
C -0.462700 0.083038 -0.057965  -0.021
F -1.007007 -0.394817 -1.261531  -0.336
C 0.992712 -0.229051 0.090234  0.486
F 1.510442 -0.942915 -1.018497  -0.347
F 1.267224 -1.054230 1.093069  -0.313
H 1.621549 0.715427 0.188273  0.159

Forces on atoms 1 to 2 (eV/Å):
-1.3 -0.1 -0.8
1.8 -0.4 0.6